{
  "formula": "C37H31AsBCoN8O2S2",
  "method": "the ωB97M-V functional and the def2-TZVPD basis",
  "elements": ["Co", "C", "C", "N", "N", "C", "B", "N", "C", "C", "C", "N", "N", "C", "C", "C", "N", "N", "C", "C", "C", "N", "H", "H", "H", "H", "H", "H", "H", "H", "H", "H", "H", "H", "S", "C", "C", "C", "C", "C", "C", "As", "C", "C", "C", "C", "C", "C", "C", "C", "C", "C", "C", "C", "H", "H", "H", "H", "H", "H", "H", "H", "H", "H", "H", "H", "H", "H", "O", "C", "O", "C", "C", "C", "C", "S", "C", "C", "H", "H", "H", "H", "H"],
  "positions_angstrom": [[0.34004, -0.56527, -0.04518], [2.60094, -3.61545, 1.86752], [1.62312, -3.20121, 0.97019], [1.43877, -1.88530, 1.03815], [2.29977, -1.42645, 1.99372], [3.00794, -2.45732, 2.48328], [2.37747, 0.11926, 2.17248], [0.94680, 0.60270, 2.48183], [0.45611, 1.11103, 3.62270], [-0.92072, 1.10611, 3.54275], [-1.20032, 0.55358, 2.29519], [-0.06247, 0.26772, 1.66109], [2.80091, 0.62985, 0.78918], [3.98195, 1.10862, 0.38475], [3.95138, 1.23799, -0.98619], [2.68781, 0.79625, -1.35409], [1.98176, 0.44206, -0.27086], [3.29700, 0.64774, 3.24119], [3.87884, 0.10644, 4.34369], [4.46414, 1.11843, 5.05631], [4.17510, 2.27648, 4.31089], [3.47045, 2.00020, 3.23114], [2.97059, -4.61136, 2.03235], [1.04143, -3.80098, 0.30204], [3.75742, -2.31471, 3.23824], [1.11738, 1.43976, 4.40660], [-1.62172, 1.44784, 4.28278], [-2.15265, 0.35010, 1.83443], [4.75669, 1.32775, 1.09807], [4.73287, 1.59959, -1.62974], [2.26038, 0.74065, -2.33439], [3.83092, -0.94311, 4.56666], [5.01303, 1.03701, 5.97767], [4.45348, 3.29709, 4.52087], [0.25866, -1.28882, -2.15354], [0.11511, 0.11716, -3.21324], [0.43044, -0.03466, -4.56401], [0.40274, 1.06924, -5.40009], [0.06239, 2.32512, -4.90667], [-0.28243, 2.47071, -3.57056], [-0.26845, 1.36250, -2.73468], [-0.74742, 1.37604, -0.88005], [-0.31219, 3.12332, -0.21724], [-1.12025, 4.18074, -0.63703], [-0.81310, 5.47631, -0.25007], [0.28830, 5.71812, 0.55864], [1.07670, 4.66432, 0.99467], [0.77841, 3.36388, 0.61200], [-2.66816, 1.36273, -0.95170], [-3.29747, 0.65492, -1.97161], [-4.67900, 0.53952, -1.97495], [-5.42755, 1.11714, -0.95884], [-4.79980, 1.82054, 0.06004], [-3.41724, 1.94168, 0.06883], [0.71229, -1.00797, -4.94453], [0.65937, 0.95033, -6.44426], [0.06470, 3.18634, -5.56046], [-0.55360, 3.44487, -3.18652], [-1.99227, 3.99780, -1.25317], [-1.44101, 6.29531, -0.57503], [0.52423, 6.73112, 0.85671], [1.92931, 4.84037, 1.63709], [1.39605, 2.56348, 0.97984], [-2.71465, 0.20494, -2.76659], [-5.17054, -0.00288, -2.77168], [-6.50549, 1.02457, -0.96466], [-5.38625, 2.28008, 0.84452], [-2.93068, 2.49990, 0.86001], [-1.88284, -8.17816, -2.06114], [-2.76819, -7.38412, -1.42868], [-3.83550, -7.81350, -1.10396], [-2.36560, -5.95844, -1.15396], [-3.35986, -5.11269, -0.68295], [-3.07867, -3.78913, -0.40205], [-1.78151, -3.28986, -0.56049], [-1.60705, -1.60477, -0.11331], [-0.78697, -4.14027, -1.04641], [-1.08010, -5.45871, -1.34031], [-1.09431, -7.69305, -2.31927], [-4.35422, -5.51437, -0.54608], [-3.85935, -3.12904, -0.04577], [0.20007, -3.76141, -1.23727], [-0.27364, -6.08432, -1.70485]],
  "atomic_forces_ev_per_a": [[-0.09, 1.03, 0.38], [0.04, -0.06, -0.06], [-0.04, 0.09, 0.07], [0.24, -0.32, -0.12], [-0.19, 0.09, -0.12], [0.00, 0.13, 0.09], [0.04, -0.22, 0.07], [-0.06, -0.07, 0.02], [0.00, 0.01, 0.01], [-0.01, 0.00, -0.01], [0.03, 0.05, -0.06], [-0.05, -0.21, 0.52], [-0.15, 0.25, 0.03], [0.04, -0.01, 0.05], [0.01, 0.00, -0.08], [-0.19, 0.08, 0.18], [0.82, 0.01, -0.21], [0.12, -0.02, -0.02], [-0.04, 0.01, 0.03], [-0.03, -0.01, 0.00], [0.01, 0.07, 0.02], [0.01, -0.10, -0.03], [-0.03, -0.01, 0.02], [0.04, -0.01, 0.10], [0.04, -0.01, -0.05], [0.01, 0.00, -0.01], [-0.01, 0.00, 0.00], [-0.02, 0.00, -0.02], [-0.02, 0.03, 0.02], [-0.01, 0.00, -0.01], [-0.03, -0.02, -0.13], [-0.03, 0.02, 0.04], [0.01, 0.00, -0.01], [0.00, 0.00, 0.00], [-0.01, -0.37, -0.13], [-0.01, -0.14, -0.05], [-0.02, -0.05, 0.01], [0.00, 0.05, 0.00], [-0.01, -0.07, 0.02], [-0.05, -0.07, -0.07], [0.12, 0.17, 0.05], [0.10, -0.12, -0.29], [-0.04, 0.03, 0.12], [0.07, 0.05, 0.02], [-0.04, -0.02, -0.02], [0.01, 0.03, 0.03], [0.00, -0.03, -0.01], [-0.07, 0.09, -0.05], [-0.06, -0.11, 0.15], [-0.03, 0.10, -0.01], [0.02, -0.01, -0.02], [-0.02, 0.01, 0.01], [0.02, 0.00, -0.02], [-0.05, 0.00, -0.03], [0.01, 0.01, -0.01], [0.01, 0.01, 0.00], [-0.01, 0.00, -0.01], [0.00, 0.02, 0.03], [0.01, 0.01, 0.00], [0.01, 0.00, -0.01], [0.00, 0.00, 0.01], [-0.01, 0.01, 0.01], [0.08, -0.08, -0.02], [-0.02, -0.02, 0.01], [0.00, 0.00, 0.00], [0.00, 0.00, 0.00], [0.00, 0.00, 0.00], [0.00, 0.00, 0.00], [-0.06, 0.01, 0.04], [0.00, -0.01, -0.01], [-0.02, 0.01, 0.02], [0.07, -0.14, -0.05], [-0.05, 0.11, 0.02], [0.00, 0.03, 0.08], [0.07, -0.30, 0.12], [-0.35, -0.14, -0.34], [-0.23, 0.10, -0.08], [-0.02, 0.00, 0.00], [0.08, 0.03, -0.05], [-0.01, 0.02, 0.01], [-0.01, -0.02, 0.00], [0.06, -0.01, -0.17], [0.01, 0.02, 0.00]],
  "lowdin_charge": [-0.110, -0.019, -0.093, 0.014, 0.059, -0.043, -0.661, 0.038, -0.023, -0.009, -0.137, -0.082, 0.024, -0.032, -0.009, -0.100, -0.051, -0.017, -0.072, -0.049, -0.143, 0.072, 0.108, 0.077, 0.109, 0.132, 0.108, 0.086, 0.130, 0.109, 0.095, 0.103, 0.099, 0.108, 0.825, -0.638, -0.093, -0.054, -0.052, -0.060, -0.387, 1.359, -0.327, -0.119, -0.062, -0.061, -0.052, -0.078, -0.387, -0.112, -0.061, -0.062, -0.060, -0.121, 0.111, 0.115, 0.113, 0.102, 0.106, 0.112, 0.112, 0.112, 0.074, 0.104, 0.113, 0.112, 0.112, 0.105, 0.135, -0.471, 0.140, -0.113, 0.010, -0.084, -0.567, 0.872, -0.136, -0.002, 0.089, 0.131, 0.107, 0.045, 0.119],
  "relative_energy_kcal_mol": 0.96,
  "charge": 1,
  "spin_multiplicity": 2,
  "homo_ha": [-0.3997, -0.3934],
  "homo_lumo_gap_ev": [7.777, 5.427]
}

{
  "formula": "C37H31BBr3F4MnN6O12",
  "method": "the ωB97M-V functional and the def2-TZVPD basis",
  "elements": ["Mn", "B", "F", "F", "F", "F", "C", "Br", "Br", "Br", "H", "C", "C", "C", "C", "C", "C", "N", "O", "O", "H", "H", "H", "H", "H", "C", "C", "C", "C", "C", "C", "N", "O", "O", "H", "H", "H", "H", "H", "C", "C", "C", "C", "C", "C", "N", "O", "O", "H", "H", "H", "H", "H", "C", "C", "C", "C", "C", "C", "N", "O", "O", "H", "H", "H", "H", "H", "C", "C", "C", "C", "C", "C", "N", "O", "O", "H", "H", "H", "H", "H", "C", "C", "C", "C", "C", "C", "N", "O", "O", "H", "H", "H", "H", "H"],
  "positions_angstrom": [[0.32488, -1.10025, 3.60879], [0.72213, -0.49173, 1.11272], [1.19642, -1.59925, 1.73473], [-0.15204, 0.17430, 1.99000], [1.91328, 0.22179, 1.13636], [0.08058, -0.78074, -0.07254], [4.49284, 0.61716, -1.68780], [4.95438, 2.58118, -1.79610], [6.01264, -0.56598, -2.11722], [2.94035, 0.12514, -2.80795], [4.14976, 0.41513, -0.67312], [-2.02040, -2.54952, -2.97823], [-3.20058, -2.97000, -3.53543], [-3.93382, -2.07223, -4.35386], [-3.36220, -0.78978, -4.62293], [-2.18206, -0.38586, -3.99025], [-1.44594, -1.26209, -3.23707], [-4.12514, 0.16697, -5.46021], [-5.34196, 0.07950, -5.42995], [-3.49709, 1.06872, -6.06305], [-1.51083, -3.30231, -2.39510], [-3.61007, -3.93512, -3.27607], [-4.85417, -2.36174, -4.83919], [-1.69795, 0.53158, -4.29082], [-0.48421, -1.01090, -2.81473], [-1.98683, 3.60444, -3.67912], [-1.09345, 2.98021, -2.82634], [-1.48324, 2.53872, -1.56360], [-2.78948, 2.82794, -1.10292], [-3.65776, 3.54564, -1.95856], [-3.29588, 3.83174, -3.26305], [-3.24999, 2.37049, 0.25680], [-4.48873, 2.27900, 0.41288], [-2.40528, 2.17646, 1.11999], [-1.67634, 3.86651, -4.67978], [-0.06778, 2.85013, -3.13857], [-0.82413, 1.87020, -1.02968], [-4.63576, 3.82163, -1.59284], [-3.89619, 4.54675, -3.80599], [6.23530, 0.02920, 6.95044], [5.89379, 1.28986, 6.54346], [4.92113, 1.54572, 5.60568], [4.16360, 0.48549, 5.10091], [4.48180, -0.79377, 5.52803], [5.52646, -1.01288, 6.41603], [3.16141, 0.67682, 4.05812], [2.42379, -0.26419, 3.78443], [3.15949, 1.67642, 3.49331], [6.98671, -0.12491, 7.71072], [6.46900, 2.03496, 7.07295], [4.68414, 2.56477, 5.33775], [3.93975, -1.65931, 5.17673], [5.76331, -2.03297, 6.68009], [-5.50209, -1.22965, -0.32463], [-4.06675, -1.23392, -0.37070], [-3.31552, -1.55425, 0.73237], [-3.97415, -1.78437, 1.95335], [-5.36884, -1.76154, 1.97664], [-6.15620, -1.48375, 0.82159], [-3.17968, -2.08059, 3.12777], [-3.73492, -2.65587, 4.08376], [-1.96869, -1.70090, 3.09121], [-6.04223, -0.99825, -1.23078], [-3.58857, -0.77616, -1.22405], [-2.23875, -1.56449, 0.64955], [-5.91690, -1.99387, 2.87778], [-7.23598, -1.46676, 0.83530], [1.84686, 4.14897, -0.67330], [2.12888, 3.38992, 0.45216], [1.21707, 3.41018, 1.54836], [0.08120, 4.23491, 1.55558], [-0.10476, 5.06438, 0.42736], [0.72714, 4.97049, -0.73522], [-0.84882, 4.27310, 2.69558], [-1.89945, 4.96192, 2.59859], [-0.74842, 3.56841, 3.67780], [2.33877, 3.91927, -1.60693], [2.95597, 2.70341, 0.34712], [1.40247, 2.77019, 2.39832], [-1.05815, 5.56155, 0.32603], [0.47836, 5.39266, -1.69765], [3.86357, -3.46077, -0.92384], [4.31819, -4.66662, -1.44068], [3.35344, -5.54193, -2.03096], [2.01558, -5.11852, -2.09737], [1.60684, -3.90772, -1.59069], [2.51340, -3.03815, -0.97865], [0.97090, -6.04589, -2.65602], [1.29525, -7.22146, -2.82197], [-0.18519, -5.57352, -2.83680], [4.55192, -2.70956, -0.56569], [5.34527, -4.99841, -1.40298], [3.71058, -6.49725, -2.38622], [0.58194, -3.57794, -1.67576], [2.20257, -2.05607, -0.65415]],
  "atomic_forces_ev_per_a": [[-0.23, 0.57, -1.04], [1.16, 2.26, -2.69], [-0.69, -4.25, 2.43], [-1.02, 0.05, 1.46], [0.03, 1.44, -1.57], [0.46, 0.29, 0.50], [-0.06, 0.20, -0.49], [-0.25, -1.72, -0.04], [-0.75, 0.89, 0.29], [0.73, 0.51, 0.38], [0.35, 0.16, -0.18], [1.24, 0.63, -0.09], [-1.20, 1.48, -0.65], [1.35, 0.95, -0.17], [-0.76, -1.60, 1.05], [0.49, 0.33, -1.58], [-1.30, -2.13, 0.79], [0.47, 1.75, -0.31], [0.79, -0.16, -0.27], [-0.96, -1.94, 1.16], [0.35, 0.19, 0.20], [0.04, -0.10, -0.21], [-0.08, 0.06, 0.08], [-0.40, 0.38, 0.11], [-0.01, 0.15, 0.01], [-0.15, -0.39, 0.03], [-0.14, -0.05, 0.14], [-1.13, -0.20, 0.33], [0.65, 0.00, -1.08], [-0.10, -1.04, 1.02], [0.78, 1.27, 0.74], [-1.40, 0.65, -0.32], [2.49, -0.04, -0.14], [-0.71, -0.17, -0.76], [0.02, 0.19, -0.02], [0.07, -0.28, -0.05], [0.10, 0.28, 0.46], [-0.04, 0.01, 0.06], [-0.39, -0.50, -0.39], [-0.34, -0.56, 0.01], [0.74, 0.81, 0.68], [-0.83, 0.55, -0.30], [1.20, -0.62, 0.79], [-0.19, -0.59, -0.11], [-0.40, -0.95, -0.22], [1.73, -1.54, 2.41], [-2.25, -2.14, 0.28], [-0.36, 3.67, -2.05], [0.12, -0.03, -0.11], [-0.32, 0.78, -0.52], [0.04, 0.04, -0.15], [-0.05, 0.07, -0.20], [-0.05, -0.07, 0.07], [2.16, 0.41, -1.44], [-1.36, 0.66, 0.17], [0.08, 0.42, 0.12], [-0.51, -0.13, -1.28], [-0.88, -0.24, 0.20], [0.82, -0.61, 1.89], [-1.26, -0.85, 1.76], [2.16, 1.63, -2.19], [-0.30, -0.51, 0.64], [-0.02, 0.11, -0.08], [0.16, -0.60, -0.35], [0.03, 0.10, 0.13], [0.24, 0.08, 0.27], [0.02, -0.09, 0.39], [-0.84, -0.28, -0.29], [-1.56, 0.22, 0.56], [0.64, -0.01, -0.06], [1.88, 0.60, -1.46], [-0.52, -0.74, -1.11], [-0.40, -0.55, 2.14], [-4.05, 0.83, 0.20], [2.49, -0.44, -0.96], [1.90, -0.64, -0.27], [0.54, 0.29, 0.07], [-0.01, -0.12, 0.66], [-0.05, -0.01, -0.03], [0.08, 0.44, 0.23], [-0.30, 0.45, 0.28], [-0.43, 1.15, -0.08], [-2.07, -0.80, -0.53], [0.49, 1.08, 0.68], [0.64, -1.05, -0.16], [-0.25, 1.26, 0.47], [0.91, -1.72, -0.87], [-1.30, -0.13, 0.13], [-0.60, 1.80, 0.00], [2.66, -1.14, 0.27], [0.36, -0.24, 0.28], [0.06, 0.25, 0.05], [-0.43, -0.07, -0.18], [-0.11, -0.29, -0.09], [0.07, -0.11, 0.09]],
  "lowdin_charge": [1.384, -1.390, 0.141, 0.106, 0.141, 0.178, -1.471, 0.580, 0.578, 0.560, -0.044, -0.079, -0.065, 0.027, -0.122, -0.031, -0.049, -0.327, 0.081, 0.052, 0.079, 0.113, 0.114, 0.106, 0.090, -0.064, -0.097, -0.010, -0.106, -0.001, -0.055, -0.303, 0.057, 0.062, 0.115, 0.107, 0.113, 0.117, 0.115, -0.049, -0.056, 0.024, -0.127, 0.000, -0.051, -0.316, -0.031, 0.211, 0.125, 0.122, 0.129, 0.115, 0.118, -0.039, -0.032, 0.009, -0.138, 0.041, -0.043, -0.259, 0.128, -0.054, 0.119, 0.099, 0.105, 0.121, 0.120, -0.107, -0.059, 0.005, -0.141, 0.017, -0.053, -0.324, 0.046, 0.061, 0.065, 0.059, 0.078, 0.113, 0.107, -0.089, -0.044, 0.022, -0.131, -0.010, -0.065, -0.302, 0.084, 0.032, 0.063, 0.107, 0.116, 0.095, 0.063],
  "relative_energy_kcal_mol": 107.23,
  "charge": 1,
  "spin_multiplicity": 6,
  "homo_ha": [-0.4213, -0.4213],
  "homo_lumo_gap_ev": [6.099, 5.967]
}